{"formula": "C21H40BrN10OPrSi", "method": "ωB97M-V/def2-TZVPD", "elements": ["Pr", "Br", "Si", "O", "N", "N", "N", "N", "N", "N", "N", "N", "N", "N", "C", "C", "C", "C", "C", "C", "C", "C", "C", "C", "C", "C", "C", "C", "C", "C", "C", "C", "C", "C", "C", "H", "H", "H", "H", "H", "H", "H", "H", "H", "H", "H", "H", "H", "H", "H", "H", "H", "H", "H", "H", "H", "H", "H", "H", "H", "H", "H", "H", "H", "H", "H", "H", "H", "H", "H", "H", "H", "H", "H", "H"], "positions_angstrom": [[-15.14490, -11.91164, 2.09627], [-14.78130, -15.41836, -2.37154], [-13.43385, -11.10834, 5.40958], [-13.69260, -10.35549, 0.93081], [-16.00144, -9.49358, 2.72536], [-16.31416, -14.19684, 1.12273], [-13.60586, -13.98956, 2.98445], [-17.01730, -11.26770, 0.16936], [-10.95876, -11.86744, -0.63664], [-11.66785, -14.14202, -0.62688], [-16.89082, -12.23222, 3.85880], [-12.99841, -12.37629, 0.13174], [-14.76704, -11.68331, 4.46449], [-13.64805, -15.20953, 2.23002], [-12.25566, -10.61674, 4.04723], [-18.55649, -13.20209, 5.20801], [-16.26183, -13.05247, 5.97616], [-18.15220, -12.57164, 4.06326], [-11.56106, -10.58369, -0.26628], [-17.30819, -8.80195, 0.85088], [-13.99094, -9.54201, 6.28825], [-12.58265, -12.35483, 6.55508], [-12.86310, -11.08408, 0.32706], [-17.58817, -13.48543, 6.14892], [-19.15784, -12.22125, 3.00609], [-16.88481, -15.27171, 1.62609], [-16.84374, -16.47982, 0.97433], [-16.93279, -9.80066, -0.23095], [-15.53353, -15.44261, -0.71673], [-15.60862, -14.25015, -0.00840], [-16.23891, -8.37945, 1.77659], [-16.14648, -16.57843, -0.20806], [-15.90371, -12.30907, 4.81065], [-9.62257, -11.91067, -1.20364], [-11.83224, -12.85249, -0.37730], [-19.58069, -13.51789, 5.41931], [-18.22150, -9.12837, 1.44998], [-14.75871, -9.10469, 5.56316], [-9.53199, -12.77635, -1.89721], [-12.55762, -9.59183, 3.71524], [-17.70678, -7.92227, 0.32781], [-13.14043, -8.91878, 6.51539], [-15.33571, -8.15530, 1.22814], [-12.89272, -12.11306, 7.58238], [-15.49409, -9.14703, 3.53504], [-13.82615, -14.07483, 3.95578], [-11.24789, -10.64577, 4.45414], [-12.83123, -13.34370, 6.38415], [-11.54841, -12.09394, 6.55821], [-17.60217, -9.67514, -1.15117], [-15.21831, -13.27663, -0.42118], [-20.15701, -12.72606, 3.20123], [-17.01273, -11.83587, -0.66369], [-17.81723, -13.96793, 7.07699], [-17.32850, -17.38073, 1.39660], [-16.55629, -7.45722, 2.36008], [-13.31449, -15.89741, 2.91014], [-18.86925, -12.49585, 1.99034], [-12.60379, -13.80936, 3.01252], [-17.92626, -11.50358, 0.53700], [-15.96262, -9.57812, -0.63740], [-12.21935, -11.24658, 3.12550], [-11.68106, -9.82903, -1.02076], [-16.93327, -9.74316, 3.01288], [-9.51823, -11.16506, -1.92287], [-14.58920, -9.82929, 7.17262], [-17.45527, -15.11485, 2.55433], [-15.51979, -13.19448, 6.79235], [-19.34031, -11.11912, 2.98736], [-8.80553, -11.82022, -0.57026], [-16.21583, -17.47342, -0.79598], [-14.62537, -15.32667, 2.10820], [-10.88546, -14.56780, -1.11765], [-12.43175, -14.76394, -0.30956], [-11.05121, -10.03257, 0.54523]], "s_squared": 2.00, "multiplicity": 3, "homo_lumo_gap_ev": [7.59, 7.60], "charge": 2, "lumo_ev": [-5.0, -5.0], "e_above_lowest_kcal_mol": 13.5}